Record 1
ORCA calculation (ωB97M-V with the def2-TZVPD basis set) on 2 unconnected molecules or ions with the total composition C17H19N.

## Properties
* HOMO level: -0.2869 Ha
* LUMO: 0.8 eV

ORCA input file:
```
! wB97M-V def2-TZVPD RIJCOSX def2/J DEFGRID3
* xyz 0 1
C 1.08233 -2.12896 -1.21521
C 1.65326 -0.71197 -1.21613
C 0.84407 -2.58613 0.17229
C -0.38663 -2.76779 0.74722
C 1.96485 -2.89597 0.96006
C -0.51862 -3.14515 2.08980
C 1.91036 -3.31969 2.25283
C 0.61033 -3.31794 2.88265
H 0.10748 -2.04668 -1.70494
H 1.71759 -2.80758 -1.76492
H 0.92396 0.00365 -0.81763
H -1.27944 -2.57241 0.15534
H 2.92325 -2.80100 0.44439
H -1.50326 -3.43254 2.44489
H 2.66932 -3.64404 2.95235
H 0.58752 -3.95225 3.76738
H 2.11336 -0.30034 -2.10411
H 2.45751 -0.74024 -0.46111
C 1.03426 3.76814 0.68051
C -1.78148 1.51039 -0.29623
C -0.81721 2.54195 -0.59798
C 0.06609 2.63380 0.57080
C -0.45905 1.77734 1.48892
C -2.75630 1.02901 -1.14456
C -2.61053 1.45544 -2.46235
C -1.65440 2.37865 -2.84485
C -0.82789 2.98123 -1.90326
N -1.54221 1.07220 0.99241
H -3.37978 0.21912 -0.78388
H -3.25484 1.07154 -3.24874
H -2.15051 0.53561 1.56625
H -1.58533 2.58604 -3.90639
H -0.00695 1.58013 2.45196
H -0.17719 3.80766 -2.16612
H 0.86893 4.53224 -0.08267
H 2.05858 3.46069 0.44505
H 1.09856 4.22584 1.65597
*
```

Record 2
ORCA calculation (ωB97M-V with the def2-TZVPD basis set) on a molecular structure, C17H19N2O8Pb.

## Properties
* HOMO level: -0.4373 Ha
* LUMO: -5.3 eV

ORCA input file:
```
! wB97M-V def2-TZVPD RIJCOSX def2/J DEFGRID3
* xyz 1 1
Pb -0.61846 1.00832 0.43646
O 3.07054 0.76902 2.07829
C 1.93442 1.14319 2.08249
O 0.92199 0.35807 1.66755
C 1.54403 2.52018 2.60336
C 0.15521 2.56324 3.26136
C -0.00654 3.82048 4.10474
C -0.13701 4.91403 3.01469
C -0.04567 4.09021 1.73555
O -0.72013 2.85117 2.12009
C 1.39314 3.62253 1.48227
C 1.62018 3.13640 0.05107
O 2.64840 3.34684 -0.52838
O 0.58061 2.51060 -0.51383
H 2.32091 2.80423 3.30968
H -0.15464 1.63256 3.72750
H -0.90557 3.76232 4.71446
H 0.84531 3.97030 4.76556
H -1.09483 5.42594 3.08164
H 0.65250 5.66243 3.05878
H -0.53838 4.51574 0.86547
H 2.10658 4.42852 1.63963
O 2.18661 -5.51202 -4.56155
C 1.85192 -6.21865 -3.39747
N 0.76530 -5.60141 -2.65806
C 1.00871 -4.43732 -2.00537
O 2.11504 -3.93379 -1.95281
C -0.15985 -3.76965 -1.33216
C -1.34801 -4.40275 -1.00478
C -2.34983 -3.67836 -0.37641
C -2.11780 -2.34366 -0.10159
N -0.97496 -1.72282 -0.40049
C -0.01402 -2.42949 -0.99327
H 2.71859 -4.75257 -4.29494
H 2.70309 -6.29823 -2.72260
H 1.52862 -7.21153 -3.69942
H -0.17835 -5.81924 -2.93065
H -1.49008 -5.45767 -1.20376
H -3.28329 -4.14234 -0.09189
H -2.87135 -1.74801 0.40520
H 0.92715 -1.93523 -1.20290
C -2.88747 1.68855 -2.63763
C -2.55435 2.84435 -1.85128
O -2.26942 3.76112 -1.29054
H -3.42606 2.03416 -3.52481
H -3.50546 1.03183 -2.02026
H -1.94734 1.19842 -2.90895
*
```

Record 3
ORCA calculation (ωB97M-V with the def2-TZVPD basis set) on C17H19N3O3S in the gas phase.

## Properties
* HOMO level: -0.3101 Ha
* LUMO: 0.4 eV

ORCA input file:
```
! wB97M-V def2-TZVPD RIJCOSX def2/J DEFGRID3
* xyz 0 1
C -1.88698 -3.64698 0.72545
C -1.45859 -2.33052 1.29967
C -2.40167 -1.45781 1.82938
C -2.05685 -0.22852 2.37022
C -0.70829 0.13944 2.36216
C 0.24658 -0.73734 1.86400
C -0.12231 -1.96228 1.34018
H 0.63532 -2.62930 0.95547
H 1.28967 -0.45170 1.88721
N -0.32657 1.41979 2.82804
S -0.47047 2.67680 1.70410
O 0.53046 3.63231 2.07766
O -1.83332 3.10546 1.63225
C -0.02424 1.87845 0.16856
C -1.01427 1.24456 -0.56109
C -0.69219 0.49567 -1.68317
C 0.64429 0.41323 -2.03067
N 1.27940 -0.24036 -3.05594
C 2.64192 -0.01006 -2.98368
O 3.48630 -0.44016 -3.73366
N 2.84725 0.80267 -1.88530
C 1.64359 1.07626 -1.28362
C 1.31862 1.81379 -0.16245
H 2.04591 2.33560 0.43721
C 4.14163 1.27660 -1.47936
H 4.16723 2.36752 -1.48003
H 4.38976 0.91158 -0.48092
H 4.86598 0.89294 -2.19696
C 0.66886 -1.04653 -4.07641
H 0.14199 -1.89295 -3.63212
H 1.46796 -1.41124 -4.72082
H -0.03289 -0.45372 -4.66590
H -1.45428 -0.00595 -2.25635
H -2.03612 1.35202 -0.23795
H 0.62508 1.44454 3.16774
C -3.08957 0.66689 2.97410
H -3.11256 1.62492 2.46012
H -4.07342 0.20710 2.93024
H -2.83467 0.86924 4.01310
H -3.44246 -1.75036 1.82551
H -2.24345 -4.30478 1.51782
H -1.06017 -4.13805 0.21864
H -2.70245 -3.50876 0.01759
*
```

Asked for gap between HOMO and LUMO across the records above, the calculation gives 8.65, 6.60, 8.88 eV in order.
Asked for DFT total energy across the records above, the calculation gives -19426.739, -42538.254, -39386.671 eV in order.
Asked for energy above the lowest of the compared OMol25 structures with the same formula, charge and spin across the records above, the calculation gives 26.9, 64.8, 2.7 kcal per mole in order.